one:
24
Properties=species:S:1:pos:R:3:nbo_charge:R:1 method="wB97M-V/def2-TZVPD" lumo_energy_ev=-3.743 charge=+1 orbital_gap_ev=10.1 homo_ha=-0.50903
H 0.75 0.59 1.42 0.16
C -1.93 -2.20 0.70 -0.45
H 1.96 3.23 2.06 0.22
H -1.18 -0.18 0.55 0.44
H 1.75 3.60 -0.42 0.22
H 0.61 1.24 3.12 0.22
H 0.02 -0.30 -2.80 0.41
C -0.59 -1.18 -1.09 0.70
N -0.09 -2.47 -1.49 -0.78
C 1.81 2.66 0.12 -0.60
H -1.47 -2.39 1.69 0.23
C 1.20 2.79 1.43 -0.41
C 1.14 1.34 2.08 -0.62
H 1.38 1.91 -0.61 0.17
H -3.08 -2.11 0.80 0.25
H 0.18 -2.50 -2.42 0.41
N -1.41 -0.97 -0.02 -0.58
H 2.17 1.00 2.49 0.23
H 0.27 3.33 1.43 0.21
H -1.15 0.70 -1.96 0.45
H -1.77 -3.12 -0.02 0.23
H 2.81 2.36 0.31 0.21
H 0.30 -3.08 -0.78 0.44
N -0.41 -0.09 -1.97 -0.76


two:
24
Properties=species:S:1:pos:R:3:nbo_charge:R:1 method="wB97M-V/def2-TZVPD" lumo_energy_ev=-2.791 charge=+1 orbital_gap_ev=8.8 homo_ha=-0.42720
H -0.41 2.10 -0.52 0.22
C 2.85 1.37 0.47 -0.63
H 1.03 1.95 1.45 0.22
H -1.38 -3.15 -2.37 0.38
H 1.26 -0.39 1.64 0.42
H -2.50 -3.56 -1.24 0.38
C -2.13 -1.52 0.27 -0.15
C -1.75 -1.71 -0.99 -0.02
H 3.17 0.77 -0.39 0.22
H -0.25 -0.08 0.88 0.46
H -2.29 0.51 0.50 0.39
H 3.21 2.39 0.31 0.25
H 1.11 2.90 -0.93 0.25
N -2.12 -2.80 -1.78 -0.79
C 1.34 1.39 0.57 -0.04
H -1.21 -0.92 -1.52 0.18
H -2.68 -2.28 0.80 0.21
H -2.21 -0.31 1.91 0.40
N -1.86 -0.29 0.96 -0.85
H 1.17 -0.60 0.02 0.42
H 3.31 0.99 1.37 0.23
N 0.85 -0.02 0.79 -0.72
H 0.83 1.30 -1.53 0.22
C 0.66 1.95 -0.67 -0.63


Most favorable first, least favorable last: two, one


one:
24
Properties=species:S:1:pos:R:3:nbo_charge:R:1 method="wB97M-V/def2-TZVPD" lumo_energy_ev="-3.036 / -3.036" charge=+1 orbital_gap_ev="8.9 / 8.9" homo_ha="-0.43728 / -0.43730"
H -0.34 -2.31 -0.16 0.41
H -2.05 -1.66 -1.22 0.24
C 1.96 1.22 0.62 -0.47
H -0.02 -0.10 1.81 0.22
N 1.17 0.43 -0.24 -0.49
N -0.24 -1.90 0.77 -0.83
H 3.08 -0.66 -0.14 0.21
C -1.90 -0.59 -1.13 -0.44
H -0.97 1.75 -0.68 0.27
H 2.26 0.81 1.71 0.17
C 2.13 -0.56 -0.77 -0.49
N -1.60 -0.06 0.30 -0.38
H 2.97 1.57 0.14 0.24
H 2.70 -0.09 -1.71 0.23
H 0.45 -2.28 1.47 0.43
H -2.37 -0.36 0.87 0.43
H -2.92 -0.22 -1.30 0.23
H 1.44 2.16 0.94 0.20
H -1.68 1.94 1.15 0.24
H 1.72 -1.55 -1.27 0.21
C -1.73 1.51 0.13 -0.39
C -0.28 -0.53 0.85 0.28
H -1.13 -0.17 -1.86 0.27
H -2.67 1.65 -0.26 0.21


two:
24
Properties=species:S:1:pos:R:3:nbo_charge:R:1 method="wB97M-V/def2-TZVPD" lumo_energy_ev=-3.759 charge=+1 smiles=NCNCCCC[NH3+] orbital_gap_ev=8.3 homo_ha=-0.44247
C 1.50 0.24 -0.63 -0.25
N -0.79 -0.75 0.89 -0.68
N 2.77 1.02 -0.90 -0.68
H -1.14 -2.14 -0.59 0.19
H 0.86 0.12 -2.80 0.23
C -0.79 -0.24 -1.61 -0.40
H 3.62 0.70 -0.43 0.45
H 0.12 0.73 2.57 0.35
H -2.52 0.33 1.46 0.18
H -0.54 -1.68 1.25 0.37
H -2.11 -0.83 2.62 0.18
H -1.31 -0.58 -2.51 0.23
H 0.97 -1.41 -1.93 0.23
N -0.88 0.88 2.65 -0.84
C -1.63 -0.12 1.93 -0.06
H -1.12 0.80 -1.53 0.20
H 1.75 -0.51 0.12 0.25
H -2.44 -0.97 -0.49 0.21
C -1.36 -1.06 -0.44 -0.22
H 2.65 1.99 -0.58 0.44
H 0.79 0.88 -0.12 0.25
H -1.05 1.82 2.34 0.36
H 2.89 1.17 -1.91 0.45
C 0.73 -0.32 -1.83 -0.45


three:
24
Properties=species:S:1:pos:R:3:nbo_charge:R:1 method="wB97M-V/def2-TZVPD" lumo_energy_ev=-2.970 charge=+1 orbital_gap_ev=10.4 homo_ha=-0.48950
H -1.91 0.55 -1.74 0.21
H -0.67 -0.27 -2.69 0.24
H -2.01 -2.67 0.60 0.23
C 2.30 0.67 1.66 0.26
H 2.41 3.13 0.34 0.21
C -2.32 -2.07 -0.25 -0.63
C 1.52 2.52 0.23 -0.42
H -2.69 -2.76 -1.01 0.25
N -0.68 -0.33 0.29 -0.70
N 1.80 1.09 0.42 -0.69
C -1.17 -1.26 -0.80 -0.04
H -1.39 0.36 0.52 0.43
H 2.34 0.67 -0.32 0.41
H 3.11 -0.65 2.72 0.36
H 2.11 1.37 2.48 0.17
H 1.13 2.67 -0.77 0.22
H 0.22 0.16 0.03 0.47
N 2.83 -0.47 1.76 -0.66
H -3.15 -1.44 0.06 0.22
H -0.43 -0.86 1.13 0.44
H -2.31 -0.92 -2.58 0.25
H 0.78 2.84 0.96 0.20
H -0.32 -1.92 -1.00 0.22
C -1.52 -0.42 -2.03 -0.64


four:
24
Properties=species:S:1:pos:R:3:nbo_charge:R:1 method="wB97M-V/def2-TZVPD" lumo_energy_ev=-3.350 charge=+1 smiles=CNC[C@@H]([NH3+])CCN orbital_gap_ev=9.8 homo_ha=-0.48196
H -1.62 2.08 -1.29 0.38
H -1.50 -1.28 1.31 0.43
H 0.03 -0.22 -1.44 0.21
H -0.30 -1.05 2.22 0.43
H 1.73 1.25 0.61 0.27
C 1.36 0.30 0.91 -0.45
H -0.64 1.42 0.96 0.23
H -1.34 -0.83 -0.65 0.18
H -3.58 0.12 -1.88 0.20
H 3.51 -0.84 -0.75 0.37
H 4.11 -1.32 0.58 0.38
C -0.86 0.10 -0.82 -0.26
N 3.38 -0.71 0.23 -0.83
N -0.91 -0.54 1.64 -0.70
C 1.98 -1.04 0.61 -0.23
H -2.94 1.58 -3.01 0.22
N -1.93 1.15 -1.00 -0.62
H -2.20 0.01 -2.83 0.19
H 1.92 -1.63 1.67 0.18
H 1.42 -1.70 -0.06 0.19
H 1.40 0.42 1.99 0.21
H -1.52 0.06 2.20 0.45
C -0.16 0.40 0.59 0.00
C -2.69 0.68 -2.23 -0.43


Most favorable first, least favorable last: three, two, four, one


one:
49
Properties=species:S:1:pos:R:3:nbo_charge:R:1 method="wB97M-V/def2-TZVPD" lumo_energy_ev=1.745 charge=-1 orbital_gap_ev=9.3 homo_ha=-0.27721
H -6.22 5.25 -0.45 0.47
H -2.71 2.99 4.88 0.47
H 0.90 -3.14 10.25 0.46
O 0.81 -2.22 10.02 -0.94
O 1.34 -0.60 3.36 -0.56
H 5.12 1.90 7.75 0.47
H 1.55 3.64 -8.61 0.46
O -5.45 -4.88 -3.80 -0.94
O -2.04 3.67 4.76 -0.94
O -1.18 -0.09 -2.89 -0.57
H 0.30 3.08 -7.96 0.47
C -1.05 1.53 -1.04 0.67
O 5.65 2.49 8.29 -0.94
H -3.56 -2.76 -8.48 0.47
C 1.36 -0.39 2.14 0.68
H -3.51 3.12 -6.63 0.47
H 5.05 5.09 2.27 0.47
H -5.66 -3.97 -3.61 0.47
O -6.86 5.91 -0.20 -0.94
O 4.60 -2.40 -4.01 -0.94
H -6.55 6.71 -0.62 0.47
H 4.92 -1.61 -3.57 0.47
H -2.18 -3.01 -7.91 0.47
O 0.19 -0.38 -1.14 -0.64
B 0.56 0.30 0.12 1.16
O -0.66 -6.12 1.79 -0.94
H 5.26 3.35 8.17 0.47
O 0.33 -0.45 1.33 -0.65
H -1.96 3.77 3.82 0.47
H -4.04 2.01 -7.51 0.47
O 2.68 -6.48 4.98 -0.94
O -2.91 -3.45 -8.35 -0.94
O -0.27 1.54 0.10 -0.66
H 2.62 -7.37 5.33 0.46
O 1.03 2.84 -8.53 -0.94
H -0.80 -6.98 1.38 0.46
H 4.64 -3.08 -3.34 0.47
O -2.08 2.26 -1.24 -0.57
O -3.71 2.91 -7.54 -0.94
H 1.05 -2.18 9.09 0.47
H 4.42 6.47 2.25 0.46
H 1.87 -6.37 4.47 0.48
O 2.02 0.64 0.12 -0.64
H -4.65 -4.83 -4.32 0.47
O 4.67 5.76 2.84 -0.94
C -0.69 0.28 -1.84 0.68
H -0.32 -5.58 1.08 0.47
C 2.48 0.32 1.33 0.67
O 3.65 0.51 1.69 -0.57


two:
49
Properties=species:S:1:pos:R:3:nbo_charge:R:1 method="wB97M-V/def2-TZVPD" lumo_energy_ev=1.481 charge=-1 orbital_gap_ev=10.0 homo_ha=-0.31227
H 30.75 -23.98 -21.92 0.46
H 30.72 -26.59 -20.93 0.49
O 26.90 -23.23 -23.05 -0.94
O 31.55 -26.69 -20.45 -0.95
H 24.36 -33.20 -25.31 0.48
H 28.17 -29.41 -18.61 0.49
H 26.95 -25.65 -25.50 0.48
O 24.32 -27.97 -22.36 -0.62
H 29.85 -24.90 -22.63 0.47
H 21.01 -27.16 -22.81 0.49
H 21.45 -27.24 -19.96 0.48
O 22.46 -26.96 -20.11 -0.98
C 23.45 -28.89 -22.48 0.70
H 19.42 -30.74 -21.47 0.45
O 28.76 -29.85 -19.31 -1.01
H 24.82 -26.32 -24.42 0.44
H 22.69 -26.89 -21.08 0.49
H 20.86 -30.25 -21.76 0.50
C 27.23 -27.09 -23.23 0.67
H 27.09 -22.50 -22.47 0.46
H 27.88 -31.17 -23.84 0.47
C 24.13 -29.95 -23.17 0.67
O 30.07 -24.59 -21.77 -0.93
O 28.54 -27.76 -21.29 -0.62
O 27.17 -25.20 -26.32 -0.95
O 26.14 -27.41 -23.78 -0.64
O 24.29 -25.85 -24.85 -0.92
O 20.91 -26.18 -22.68 -0.95
O 27.62 -25.95 -23.41 -0.60
H 24.85 -31.61 -25.08 0.49
H 27.45 -23.91 -22.86 0.48
H 28.14 -25.26 -26.40 0.46
O 22.21 -28.77 -22.48 -0.60
H 31.75 -27.56 -20.73 0.45
O 28.16 -30.68 -23.04 -0.94
O 23.59 -31.05 -23.39 -0.64
H 22.43 -32.20 -24.30 0.50
O 24.82 -32.38 -25.70 -0.98
O 21.61 -32.76 -24.38 -0.97
O 25.29 -29.74 -23.48 -0.58
H 20.87 -32.17 -24.28 0.46
H 29.00 -29.43 -20.14 0.51
H 24.04 -25.02 -24.31 0.48
B 25.57 -28.42 -22.86 1.18
O 26.58 -28.57 -21.79 -0.60
O 20.18 -30.66 -21.10 -0.95
H 27.49 -30.95 -22.41 0.47
H 20.92 -25.89 -23.52 0.45
C 27.49 -27.77 -21.95 0.71


Most favorable first, least favorable last: one, two


one:
13
Properties=species:S:1:pos:R:3:nbo_charge:R:1 method="wB97M-V/def2-TZVPD" lumo_energy_ev=-3.103 charge=+1 orbital_gap_ev=13.0 homo_ha=-0.59047
H -0.09 -1.38 -0.25 0.56
H -1.36 2.06 1.21 0.49
H -0.84 -0.02 0.03 0.55
H 2.43 1.05 1.18 0.52
H 0.79 0.35 0.17 0.55
O -1.40 1.77 0.30 -0.98
O 0.07 -0.39 -0.07 -0.89
O 1.78 1.26 0.50 -0.92
H -1.27 -2.93 -1.20 0.51
H 0.11 -3.54 -0.84 0.52
H 2.09 2.02 0.00 0.53
O -0.39 -2.71 -0.87 -0.95
H -1.93 2.45 -0.14 0.50


two:
13
Properties=species:S:1:pos:R:3:nbo_charge:R:1 method="wB97M-V/def2-TZVPD" lumo_energy_ev=-3.458 charge=+1 orbital_gap_ev=13.3 homo_ha=-0.61666
H -0.94 2.50 1.43 0.51
H 0.03 -3.04 -0.46 0.50
H 0.84 0.07 0.05 0.55
H 0.77 0.48 -2.29 0.51
H -0.52 0.39 0.76 0.55
O -0.05 -2.72 0.44 -0.96
H -0.10 -1.09 0.51 0.55
O 1.20 0.65 -1.45 -0.96
H -0.36 -3.45 0.98 0.52
O -0.81 2.21 0.53 -0.98
O 0.26 -0.20 0.85 -0.80
H 1.20 1.61 -1.32 0.51
H -1.52 2.58 -0.02 0.51


three:
13
Properties=species:S:1:pos:R:3:nbo_charge:R:1 method="wB97M-V/def2-TZVPD" lumo_energy_ev=-3.558 charge=+1 orbital_gap_ev=12.1 homo_ha=-0.57576
H -0.95 1.27 0.14 0.51
H -2.02 -1.97 -1.36 0.49
H 1.30 -0.36 -1.80 0.54
O 1.03 1.24 2.86 -0.97
H 1.11 1.60 3.75 0.50
H 0.00 -1.08 -1.42 0.56
H 0.66 0.17 -0.37 0.54
O -1.58 -1.49 -2.08 -0.96
H 0.28 1.53 1.05 0.54
O 0.00 1.40 0.12 -0.93
H -1.95 -2.01 -2.81 0.51
O 0.79 -0.64 -1.02 -0.82
H 1.33 0.33 2.92 0.48


Most favorable first, least favorable last: one, two, three


one:
13
Properties=species:S:1:pos:R:3:nbo_charge:R:1 method="wB97M-V/def2-TZVPD" lumo_energy_ev=-3.388 charge=+1 orbital_gap_ev=13.2 homo_ha=-0.61085
H 0.84 -2.97 1.72 0.51
H 1.06 1.59 -1.63 0.52
O -1.87 1.38 -1.11 -0.96
H -0.66 -2.62 1.59 0.51
H -0.33 1.01 -1.48 0.53
H 2.03 -0.24 0.59 0.52
H -1.92 1.46 -0.15 0.49
O 0.23 -2.26 1.50 -0.97
H 0.80 0.55 -0.21 0.50
O 0.62 0.78 -1.38 -0.86
O 1.14 0.07 0.81 -0.87
H -2.55 1.96 -1.44 0.51
H 0.61 -0.70 1.18 0.55


two:
13
Properties=species:S:1:pos:R:3:nbo_charge:R:1 method="wB97M-V/def2-TZVPD" lumo_energy_ev=-3.346 charge=+1 orbital_gap_ev=13.6 homo_ha=-0.62213
O -0.59 -0.08 2.17 -0.92
H -0.46 0.32 0.72 0.53
H 0.69 0.71 -0.42 0.54
O -0.31 0.54 -0.30 -0.87
H -0.99 -1.29 -2.52 0.50
H 2.78 0.63 -0.76 0.51
O -1.36 -1.42 -1.63 -0.94
O 2.17 1.05 -0.15 -0.94
H 0.29 -0.29 2.51 0.51
H 2.29 2.00 -0.19 0.51
H -1.14 -0.88 2.10 0.51
H -0.85 -0.15 -0.79 0.54
H -2.27 -1.64 -1.81 0.51


Most favorable first, least favorable last: two, one


one:
16
Properties=species:S:1:pos:R:3:nbo_charge:R:1 method="wB97M-V/def2-TZVPD" lumo_energy_ev=0.595 charge=0 smiles=CSCSC.O orbital_gap_ev=9.3 homo_ha=-0.31897
H -0.09 3.38 0.67 0.24
C 0.19 -0.10 2.26 -0.73
H -1.44 -1.94 0.69 0.21
H 0.97 0.07 3.02 0.24
H 0.71 -2.03 -4.33 0.47
S 0.86 -0.98 0.87 0.19
C -0.76 -1.38 0.02 -0.73
S -0.81 1.37 2.00 0.19
H -1.22 -0.41 -0.21 0.23
H -0.50 -0.88 2.65 0.24
H -0.65 -1.95 -0.92 0.23
H 1.20 2.70 1.71 0.21
O 0.70 -1.11 -4.67 -0.94
C 0.34 2.45 1.07 -0.75
H 0.70 1.84 0.23 0.23
H -0.19 -1.01 -5.08 0.47


two:
16
Properties=species:S:1:pos:R:3:nbo_charge:R:1 method="wB97M-V/def2-TZVPD" lumo_energy_ev=0.482 charge=0 smiles=CCO.CSS orbital_gap_ev=8.8 homo_ha=-0.30607
H -0.22 3.89 1.48 0.24
H -1.17 -2.82 -0.63 0.17
S 0.43 1.71 1.89 0.03
H 1.15 3.86 2.69 0.22
O -0.28 -1.01 -0.20 -0.74
H 0.09 -1.22 -2.48 0.23
H -0.79 -2.82 -2.75 0.21
H 1.00 -2.72 -2.58 0.21
C 0.04 -2.30 -2.30 -0.64
C 0.77 3.51 1.74 -0.72
H -1.68 0.61 0.98 0.17
H 0.45 -0.91 0.42 0.48
H 0.62 -2.85 -0.25 0.16
C -0.20 -2.33 -0.73 -0.06
H 1.47 3.69 0.93 0.22
S -1.68 1.70 1.78 -0.17


three:
16
Properties=species:S:1:pos:R:3:nbo_charge:R:1 method="wB97M-V/def2-TZVPD" lumo_energy_ev=0.772 charge=0 smiles=CCSSC.O orbital_gap_ev=9.2 homo_ha=-0.30867
C -1.49 -0.18 -1.85 -0.50
C 0.14 1.41 1.17 -0.78
S -1.40 -0.93 -0.12 0.03
H -2.25 -0.81 -2.30 0.22
H 1.93 -1.50 2.83 0.47
H -0.27 -0.19 -3.57 0.21
H -1.73 0.87 -1.78 0.23
H 0.97 1.01 0.61 0.24
O 2.18 -0.89 3.48 -0.94
H 0.71 0.04 -2.05 0.21
H 2.23 -1.39 4.33 0.47
H 0.13 -1.50 -2.53 0.21
H 0.48 1.56 2.20 0.24
C -0.15 -0.44 -2.51 -0.63
H -0.08 2.39 0.74 0.21
S -1.42 0.54 1.32 0.11


Most favorable first, least favorable last: three, one, two


one:
16
Properties=species:S:1:pos:R:3:nbo_charge:R:1 method="wB97M-V/def2-TZVPD" lumo_energy_ev=0.636 charge=0 smiles=CCO.CSS orbital_gap_ev=8.6 homo_ha=-0.29310
S 1.29 1.09 1.33 0.06
C -2.12 -0.61 -0.25 -0.06
H -0.38 0.05 -1.31 0.22
C 2.86 1.68 0.62 -0.73
C -1.39 -0.31 -1.53 -0.63
H -1.92 -1.88 1.20 0.47
H -2.06 0.26 0.41 0.16
H -1.93 0.38 -2.16 0.21
H 2.79 2.77 0.64 0.23
H 0.46 -1.40 1.20 0.17
S 1.71 -0.94 1.06 -0.19
H 3.63 1.39 1.33 0.22
O -1.46 -1.73 0.37 -0.73
H 2.98 1.30 -0.38 0.23
H -3.17 -0.83 -0.41 0.16
H -1.28 -1.23 -2.11 0.21


two:
16
Properties=species:S:1:pos:R:3:nbo_charge:R:1 method="wB97M-V/def2-TZVPD" lumo_energy_ev=-0.158 charge=0 smiles=CCCSS.O orbital_gap_ev=9.1 homo_ha=-0.34110
S -0.70 -0.83 -0.29 0.13
S -1.35 0.06 -2.27 -0.16
H 1.09 -0.66 1.80 0.20
H 1.51 1.04 3.63 0.22
O 2.43 -0.35 -0.26 -0.98
H -1.06 1.20 0.75 0.23
H 0.11 2.09 3.02 0.21
C 0.88 1.25 2.69 -0.62
H -0.58 -0.48 2.60 0.22
C -0.18 0.57 0.62 -0.59
H -0.28 -0.40 -2.97 0.15
H 1.64 1.60 1.91 0.22
C 0.26 0.01 2.02 -0.42
H 1.46 -0.47 -0.12 0.48
H 3.02 -0.84 0.37 0.48
H 0.62 1.07 0.15 0.23


Most favorable first, least favorable last: one, two


one:
36
Properties=species:S:1:pos:R:3:nbo_charge:R:1 method="wB97M-V/def2-TZVPD" lumo_energy_ev=0.347 charge=0 smiles=CO.CO.CO.CO.CO.CO orbital_gap_ev=10.4 homo_ha=-0.36864
H 8.81 -12.95 13.07 0.18
H 9.36 -10.69 17.47 0.18
O 5.60 -13.32 15.11 -0.72
H 10.14 -15.91 14.81 0.16
H 7.52 -11.06 19.57 0.47
C 6.87 -15.86 19.16 -0.25
H 7.30 -14.38 14.58 0.17
H 11.60 -15.47 15.73 0.18
H 8.04 -13.57 11.61 0.17
H 7.23 -16.45 20.00 0.17
O 8.10 -10.50 19.06 -0.72
H 10.35 -14.31 17.03 0.48
H 5.28 -17.59 12.39 0.18
H 10.37 -12.67 10.81 0.47
C 8.55 -11.24 17.94 -0.25
O 7.79 -14.81 18.88 -0.74
H 7.76 -11.38 17.20 0.16
H 10.98 -14.41 14.46 0.17
C 10.69 -15.09 15.27 -0.25
H 7.65 -12.83 15.36 0.17
H 7.00 -14.21 16.29 0.16
H 5.52 -13.01 14.20 0.46
H 6.84 -17.28 11.61 0.16
C 9.00 -13.28 12.04 -0.25
O 6.66 -16.73 13.61 -0.72
H 7.95 -14.78 17.94 0.48
O 9.66 -12.27 11.32 -0.72
H 7.54 -16.96 13.95 0.46
H 6.75 -16.53 18.31 0.17
H 8.95 -12.22 18.23 0.16
H 6.66 -18.64 12.75 0.16
O 9.86 -14.42 16.21 -0.74
H 5.90 -15.43 19.43 0.17
C 6.96 -13.67 15.35 -0.24
C 6.36 -17.61 12.54 -0.25
H 9.62 -14.18 12.16 0.16


two:
36
Properties=species:S:1:pos:R:3:nbo_charge:R:1 method="wB97M-V/def2-TZVPD" lumo_energy_ev=0.392 charge=0 smiles=CO.CO.CO.CO.CO.CO orbital_gap_ev=10.6 homo_ha=-0.37485
H 0.24 -1.15 -1.07 0.46
H 1.82 -1.23 0.55 0.16
H -3.59 -1.53 -4.60 0.17
O 3.30 7.11 1.48 -0.75
H -3.79 3.88 1.01 0.16
H 2.30 5.40 1.12 0.17
C -4.51 3.80 0.20 -0.24
O 0.36 -0.38 -0.51 -0.72
H 0.73 -0.15 1.44 0.18
H 3.90 -1.05 5.99 0.18
H 3.86 7.75 1.04 0.49
H 1.67 -4.68 -3.26 0.18
H 0.24 -1.87 0.92 0.17
O -4.35 2.52 -0.32 -0.73
C -2.91 -1.57 -5.45 -0.27
C 0.77 -0.95 0.71 -0.25
H 2.34 -1.71 6.28 0.16
C 3.38 -1.80 6.59 -0.24
H -0.83 -5.54 -2.73 0.46
H 0.95 -6.35 -3.43 0.17
O -0.15 -4.91 -2.48 -0.73
H -1.84 -1.71 -5.26 0.17
C 2.26 6.46 0.87 -0.23
H 1.54 -5.79 -1.83 0.17
H -3.10 -0.52 -5.68 0.18
H -3.48 -3.38 -5.94 0.47
H -3.43 2.27 -0.20 0.47
H -4.18 4.45 -0.61 0.17
H -5.49 3.99 0.63 0.18
H 3.33 -2.29 8.48 0.47
H 1.24 6.82 1.03 0.16
O -3.28 -2.56 -6.40 -0.73
C 1.11 -5.48 -2.78 -0.25
H 2.42 6.44 -0.20 0.16
H 3.78 -2.80 6.46 0.16
O 3.39 -1.49 7.96 -0.73


Most favorable first, least favorable last: one, two